[1]
This record from the OMol25 dataset describes an isolated molecule of C4H5FS. The level of theory is ωB97M-V/def2-TZVPD.

Lowest unoccupied orbital energy = 0.822 eV
Kohn-Sham gap = 9.0 eV
SMILES string = F[C@H]1C=CSC1

Element x y z (Å)
C: -0.7090 0.2193 -0.5994
C: 0.6554 1.0575 -0.4262
C: 0.3439 -1.0046 1.3925
C: -0.6705 -0.8925 0.4261
H: -1.4396 1.0319 -0.6719
H: 0.8358 2.2381 -0.3028
H: 1.2331 1.0597 -1.4542
H: 0.5269 -1.9045 2.0304
H: -1.7768 -1.4559 0.4255
F: -0.5444 -0.5363 -1.8072
S: 1.5451 0.1873 0.9872

Atomic forces in eV per Å
3.64 0.56 0.06
1.80 0.77 -1.16
-2.53 0.03 -4.17
-3.38 -0.96 2.80
-0.87 -1.19 -0.11
-1.68 -2.49 0.58
-0.84 -1.12 1.96
-0.23 1.32 -0.43
3.45 0.97 0.29
-0.69 1.19 0.24
1.33 0.91 -0.06



[2]
This record from the OMol25 dataset describes a structure of composition C4H5HgLi2O2. The level of theory is ωB97M-V/def2-TZVPD.

Lowest unoccupied orbital energy (spin up / spin down) = -0.891 / -0.800 eV
2S+1 = 2
Kohn-Sham gap (spin up / spin down) = 5.1 / 5.0 eV

Element x y z (Å)
O: -0.7301 -1.7156 0.1189
C: -0.6731 -0.5303 -0.6056
C: 0.6336 -0.2912 -1.1970
Li: -0.9199 -1.3240 1.8572
Li: -0.0900 -2.6208 -1.8333
H: 1.3597 -0.4265 -2.0104
H: -1.5926 -0.1658 -1.1116
C: 0.6452 1.2517 0.4531
C: -0.8189 1.2793 0.5033
O: 1.2358 0.4793 1.3971
H: 1.1279 2.1350 -0.0074
H: -1.4911 2.0083 0.0331
H: -1.2088 1.1640 1.5260
Hg: 2.5223 -1.2434 0.8766

Atomic forces in eV per Å
-0.92 1.19 -1.00
0.61 -0.12 -0.13
-0.08 0.24 -0.30
0.64 0.51 -0.65
0.19 0.96 1.22
-0.83 -0.19 0.24
0.52 -0.66 0.11
0.44 -1.46 3.48
-0.63 -1.84 0.70
-2.78 4.27 -2.49
0.56 -1.02 -0.07
0.81 -0.14 -0.52
0.39 -0.12 0.00
1.06 -1.62 -0.58



[3]
This record from the OMol25 dataset describes an isolated molecule of C4H5I. The level of theory is ωB97M-V/def2-TZVPD.

Lowest unoccupied orbital energy (spin up / spin down) = -0.037 / -0.040 eV
Kohn-Sham gap (spin up / spin down) = 8.3 / 8.3 eV

Element x y z (Å)
C: -0.4587 0.9622 0.0828
C: -1.3344 -0.0272 -0.1205
C: 0.8782 0.3986 -0.0990
C: 0.5780 -1.1133 -0.0300
I: -3.3589 -0.1996 -0.0126
H: -0.5600 2.0314 0.1981
H: 1.5383 0.6910 -1.0198
H: 1.5536 0.5294 0.6943
H: 0.1781 -1.3938 0.9865
H: 0.9859 -1.8787 -0.6797

Atomic forces in eV per Å
-0.27 0.31 -0.91
2.94 -1.18 -0.13
1.89 -1.61 -1.92
-4.02 1.72 1.16
-0.13 0.02 0.02
-0.66 0.17 0.31
-1.71 -0.35 1.25
1.03 0.89 1.48
1.21 -0.10 -1.17
-0.28 0.11 -0.07



Short version: electronic energy = -653.36964; -474.14802; -452.94164 Eh, in the order given.
Short version: ΔE to the lowest compared entry with this formula, charge and spin = 44.7; 69.0; 66.9 kcal/mol, in the order given.